{
  "formula": "C33H61BiI2N6O8P2S4SbSi",
  "method": "ωB97M-V with the def2-TZVPD basis set",
  "species": ["Bi", "C", "N", "C", "P", "O", "O", "P", "O", "N", "C", "C", "N", "C", "C", "N", "C", "C", "H", "H", "H", "H", "H", "H", "H", "H", "H", "H", "H", "H", "H", "H", "H", "H", "H", "H", "H", "H", "H", "H", "H", "H", "S", "Sb", "S", "S", "S", "O", "N", "I", "I", "N", "C", "C", "C", "C", "C", "C", "C", "C", "C", "C", "C", "C", "C", "H", "H", "H", "H", "H", "H", "H", "H", "H", "H", "C", "C", "C", "C", "O", "Si", "O", "O", "C", "C", "C", "C", "O", "C", "C", "C", "C", "H", "H", "H", "H", "H", "H", "H", "H", "H", "H", "H", "H", "H", "H", "H", "H", "H", "H", "H", "H", "H", "H", "H", "H", "H", "H", "H"],
  "xyz": [[-1.266309, 0.202433, 0.934905], [1.608032, -3.083728, 4.797406], [1.442764, -2.943276, 3.353800], [2.071517, -1.717599, 2.861664], [-0.168471, -3.042869, 2.895222], [-1.022005, -1.929502, 3.327278], [0.015707, -3.166110, 1.300871], [-1.042576, -3.182054, 0.076130], [-1.843978, -1.930286, -0.083686], [-2.080347, -4.432166, 0.540053], [-2.380731, -5.494733, -0.413219], [-3.298809, -3.951330, 1.198623], [-0.222502, -3.774249, -1.216411], [1.094308, -4.374685, -1.002400], [-0.338041, -3.024513, -2.464093], [-0.655444, -4.525026, 3.408192], [-0.040658, -5.719407, 2.867342], [-1.782681, -4.697720, 4.298717], [2.672372, -3.180311, 5.017301], [1.094761, -3.980854, 5.140723], [1.209058, -2.221432, 5.346469], [1.658948, -0.826902, 3.354490], [1.932477, -1.644665, 1.785515], [3.141089, -1.767151, 3.066641], [-3.200151, -5.219557, -1.087417], [-2.681552, -6.389242, 0.139889], [-1.500615, -5.719888, -1.007031], [-3.042399, -3.251083, 1.991749], [-3.821610, -4.804167, 1.636799], [-3.971659, -3.438476, 0.503838], [1.358210, -4.930307, -1.904757], [1.043420, -5.059972, -0.154840], [1.848549, -3.615919, -0.800609], [-1.279435, -2.483126, -2.462170], [-0.335377, -3.728044, -3.302515], [0.483067, -2.321526, -2.572548], [0.870632, -5.439340, 2.341924], [-0.714480, -6.222213, 2.166434], [0.212685, -6.414290, 3.673702], [-2.199575, -3.717390, 4.521165], [-1.464924, -5.169895, 5.235183], [-2.556132, -5.318587, 3.839497], [-5.425725, 2.521324, -3.459315], [-5.381400, 1.363494, -1.492127], [-1.912631, 1.087746, -1.358851], [-2.593219, -0.316261, -2.678893], [-4.434812, -0.962183, -2.191368], [-0.876289, 3.380241, 1.661505], [-1.733488, 2.632843, 1.212991], [-3.787585, -0.189969, 1.906643], [-7.900641, 0.173799, -1.443829], [-2.899578, 3.099832, 0.892498], [-3.177615, 4.328049, 0.517913], [-2.151781, 5.179828, -0.122541], [-1.506649, 4.733486, -1.271917], [-0.510681, 5.502715, -1.849355], [-0.151164, 6.715578, -1.282151], [-0.804297, 7.168937, -0.144581], [-1.811934, 6.412777, 0.428701], [-4.557190, 4.738575, 0.577389], [-5.014311, 5.859057, -0.129038], [-6.355480, 6.177211, -0.137236], [-7.264502, 5.387096, 0.557815], [-6.822986, 4.291473, 1.285424], [-5.480143, 3.966121, 1.302397], [-1.804259, 3.793024, -1.718732], [-0.020545, 5.145716, -2.744702], [0.635551, 7.310581, -1.727414], [-0.534979, 8.120995, 0.294620], [-2.324894, 6.757184, 1.317921], [-4.308156, 6.450574, -0.694729], [-6.699627, 7.035797, -0.697543], [-8.319032, 5.624027, 0.522839], [-7.523517, 3.673962, 1.828719], [-5.133095, 3.132819, 1.900089], [5.233185, -1.096135, -1.356700], [4.602906, -1.519024, -0.029468], [4.917243, -2.987556, 0.268734], [5.162689, -0.632353, 1.088041], [3.190651, -1.410946, -0.062467], [2.180630, -0.343754, -0.837237], [0.739530, -0.629497, -0.266536], [2.390045, -0.718434, -2.436692], [2.220124, -0.002788, -3.651816], [3.291582, 1.086387, -3.778185], [0.832426, 0.631152, -3.729239], [2.392688, -1.015487, -4.787732], [2.866464, 1.153990, -0.665492], [2.525906, 2.335336, 0.032241], [2.179247, 2.038520, 1.491723], [1.336637, 3.016051, -0.647114], [3.748724, 3.255209, -0.028628], [6.311112, -1.260696, -1.336285], [5.029197, -0.039378, -1.524515], [4.789643, -1.661237, -2.174861], [5.986885, -3.133677, 0.425182], [4.589294, -3.615307, -0.560703], [4.379177, -3.301954, 1.164363], [6.253186, -0.650305, 1.083982], [4.807739, -0.973852, 2.059822], [4.820387, 0.388786, 0.927693], [3.283416, 1.698360, -2.880443], [3.089302, 1.714564, -4.646191], [4.280536, 0.636589, -3.878686], [0.686913, 1.297470, -2.880514], [0.061103, -0.136933, -3.690550], [0.709815, 1.196926, -4.653147], [3.340413, -1.542218, -4.668773], [2.386927, -0.502436, -5.750056], [1.585283, -1.747854, -4.775521], [1.339225, 1.346602, 1.527907], [1.902683, 2.955071, 2.011152], [3.026800, 1.571064, 1.995539], [0.544291, 2.279892, -0.794477], [1.627146, 3.408834, -1.623511], [0.946872, 3.827234, -0.032773], [4.603734, 2.783659, 0.457947], [3.530327, 4.201300, 0.468019], [4.017431, 3.453536, -1.067003]],
  "forces_ev_per_angstrom": [[1.43, -1.30, -1.16], [0.03, -0.09, 0.04], [-0.57, 0.07, -0.08], [0.09, 0.02, -0.11], [0.68, -0.53, 0.12], [-0.30, 0.10, -0.08], [-0.02, 0.30, -0.39], [-0.89, -0.94, 0.36], [0.92, -0.06, 0.38], [0.02, 0.42, -0.50], [0.01, -0.07, 0.07], [0.01, -0.04, 0.24], [0.45, 0.66, 0.57], [-0.21, -0.12, 0.09], [-0.20, -0.17, -0.18], [-0.04, 0.25, -0.07], [-0.05, 0.01, 0.02], [0.01, 0.10, 0.02], [-0.01, 0.01, 0.02], [0.06, -0.02, 0.06], [0.04, 0.01, 0.00], [0.02, -0.01, -0.01], [0.07, 0.12, 0.02], [-0.02, -0.01, 0.00], [0.01, 0.02, -0.03], [-0.01, 0.01, -0.02], [-0.04, -0.10, -0.02], [-0.09, 0.05, 0.04], [0.03, -0.02, 0.03], [0.04, 0.00, -0.01], [0.02, -0.02, 0.07], [0.12, -0.06, -0.08], [0.16, 0.10, -0.02], [0.06, 0.09, -0.13], [0.02, -0.02, 0.05], [0.10, 0.17, 0.00], [0.05, -0.13, 0.01], [0.00, 0.00, -0.01], [0.05, 0.02, 0.00], [-0.09, -0.05, 0.04], [-0.02, -0.03, -0.01], [-0.02, 0.00, -0.03], [0.16, -0.12, 0.57], [0.25, 0.16, -0.77], [-0.35, 0.33, 0.05], [0.74, 0.12, -0.55], [-0.75, 0.25, 0.54], [-0.57, -0.30, 0.29], [1.31, 0.84, -0.26], [-1.46, -0.05, 0.62], [-0.41, -0.21, 0.11], [-1.38, 1.08, 0.35], [0.82, -0.99, -0.24], [0.26, 0.19, -0.16], [-0.18, -0.08, 0.01], [-0.06, 0.12, -0.03], [0.03, -0.04, -0.06], [-0.04, 0.09, 0.05], [-0.09, -0.10, 0.04], [-0.79, 0.15, 0.20], [0.32, -0.20, -0.01], [-0.22, 0.05, 0.06], [0.12, 0.09, -0.11], [0.08, -0.08, 0.05], [0.06, 0.14, 0.11], [0.03, -0.06, 0.01], [0.02, 0.01, -0.02], [0.00, 0.01, -0.01], [0.02, -0.01, 0.01], [0.02, 0.04, 0.02], [-0.02, 0.01, -0.05], [-0.01, -0.02, -0.03], [-0.03, 0.01, 0.01], [-0.05, -0.01, 0.01], [0.04, -0.13, -0.20], [-0.19, -0.07, 0.11], [0.30, -0.07, 0.00], [-0.12, 0.17, -0.06], [-0.20, -0.07, -0.12], [0.17, -0.10, -0.02], [-0.04, -0.42, -0.05], [-0.14, 0.43, 0.17], [-0.01, -0.10, -0.04], [0.00, 0.18, -0.36], [-0.09, -0.18, 0.12], [0.18, -0.18, 0.20], [-0.01, 0.09, 0.24], [0.02, 0.02, -0.03], [-0.10, 0.42, 0.20], [0.13, -0.12, -0.21], [0.20, -0.22, 0.10], [-0.11, -0.19, -0.03], [0.05, 0.01, 0.01], [0.08, 0.06, -0.09], [0.04, -0.03, -0.05], [0.04, -0.02, -0.01], [0.01, -0.02, -0.04], [0.00, 0.00, 0.04], [0.04, 0.00, 0.02], [0.02, 0.03, 0.03], [0.05, 0.07, 0.02], [0.03, 0.11, -0.01], [0.05, -0.01, -0.07], [0.04, 0.01, -0.02], [-0.09, 0.08, -0.01], [-0.06, -0.01, 0.05], [0.02, 0.02, -0.03], [0.04, 0.00, -0.03], [-0.01, -0.02, -0.05], [-0.03, -0.03, 0.01], [-0.03, -0.04, 0.10], [-0.01, -0.01, 0.05], [0.02, -0.02, 0.03], [-0.09, 0.05, -0.04], [-0.02, -0.02, -0.03], [0.06, 0.05, -0.05], [0.01, 0.00, 0.05], [0.03, 0.04, 0.01], [-0.02, 0.01, -0.03]],
  "mulliken_charge": [1.761, -1.161, 0.136, -0.426, 0.036, -1.027, 0.302, 0.064, -0.357, 0.897, -1.233, -0.923, 0.387, -1.078, -0.933, 0.856, -0.887, -1.129, 0.335, 0.377, 0.350, 0.248, -0.403, 0.455, 0.296, 0.341, 0.433, 0.085, 0.346, 0.230, 0.413, 0.142, 0.229, 0.003, 0.402, 0.274, 0.108, 0.157, 0.445, 0.351, 0.308, 0.301, -0.647, 0.842, -0.913, 0.106, -0.364, -0.454, -0.158, -0.509, -0.467, -0.005, -0.002, -0.093, 0.069, -0.586, -0.513, -0.835, -0.296, 0.717, -0.222, -0.843, -0.368, -0.598, -0.327, 0.705, 0.463, 0.402, 0.402, 0.490, 0.402, 0.394, 0.385, 0.444, 0.370, -1.421, 1.780, -1.760, -0.966, 0.653, -3.118, 2.244, 0.096, 1.773, -1.598, -0.925, -1.903, 0.432, 1.676, -1.358, -1.187, -2.168, 0.580, 0.049, 0.209, 0.393, 0.351, 0.224, 0.463, 0.249, -0.233, 0.060, 0.485, 0.325, 0.050, 0.028, 0.527, 0.360, 0.376, 0.309, -0.271, 0.586, 0.386, -0.574, 0.536, 0.616, 0.428, 0.354, 0.381],
  "total_charge": -1,
  "e_above_lowest_kj_mol": 80.0,
  "fmax_ev_per_a": 2.25,
  "gap_ev": 4.459
}